Record 1
Entry from the Open Molecules 2025 dataset: C22H42Cl3CoN2O4Si as an isolated structure (ωB97M-V/def2-TZVPD).

Values from the calculation:
Charge: -1
HOMO level (alpha / beta) in eV: -4.56 / -4.67
Multiplicity: 4
Energy in hartree: -4327.0081
ΔE to the lowest compared entry with this formula, charge and spin in kcal/mol: 0.0

Last column: Löwdin spin population.
Atoms and positions in Å:
C  -1.5709  -1.9667  -2.8216  -0.0006
C  -1.1046  -2.8037  -1.6779  0.0013
H  -1.3609  -2.4609  -3.7740  0.0001
H  -1.0986  -0.9707  -2.8085  -0.0004
H  -2.6594  -1.8118  -2.7429  0.0001
C  -0.5847  -4.0382  -1.7768  0.0026
C  -0.3802  -4.7985  -3.0423  0.0005
H  -0.2793  -4.5764  -0.8777  0.0001
H  -0.4739  -4.1897  -3.9473  0.0000
H  -1.1039  -5.6206  -3.1189  0.0001
H  0.6145  -5.2636  -3.0345  0.0001
Co  -0.6732  0.6466  0.1959  2.6595
Cl  -2.7593  0.6403  0.7715  0.0750
Cl  0.3781  1.6857  -1.3642  0.0774
H  0.8842  4.2335  4.0213  0.0000
H  -1.2681  5.4641  3.3326  0.0000
C  1.0774  4.0475  2.9559  0.0007
C  -1.0016  5.2448  2.2915  0.0005
N  -0.1849  4.0356  2.2231  0.0005
H  1.5796  3.0866  2.8188  0.0003
C  -0.5946  2.9448  1.5939  0.0067
O  0.0550  1.8537  1.6099  0.0446
H  -1.9135  5.0960  1.7065  0.0001
H  -1.5499  3.0206  1.0513  0.0017
H  1.7130  4.8611  2.5832  0.0000
H  -0.4473  6.1026  1.8930  0.0001
H  1.6228  -1.1827  -2.0648  0.0001
H  2.1378  -3.6763  -0.8942  0.0000
C  2.5504  -0.8584  -1.5768  0.0002
C  3.0817  -3.1203  -0.7568  0.0001
N  2.8275  -1.7206  -0.4490  0.0004
H  2.4303  0.1691  -1.2333  0.0003
C  2.8162  -1.2710  0.8290  -0.0001
O  2.5027  -0.1237  1.1825  0.0006
H  3.6467  -3.5826  0.0653  0.0000
H  3.1015  -2.0603  1.5637  0.0000
H  3.3749  -0.9382  -2.2941  0.0000
H  3.6554  -3.1790  -1.6907  0.0000
O  -0.2368  -1.1315  -0.2659  0.1032
C  -1.2066  -2.1001  -0.3269  0.0109
C  0.1305  -3.4342  1.3482  0.0004
C  -1.1112  -3.0716  0.8433  0.0009
H  1.0113  -2.9141  0.9584  0.0002
C  0.2283  -4.4458  2.3097  0.0001
H  -2.2157  -1.6579  -0.2863  0.0017
C  -2.2749  -3.6797  1.3108  0.0002
H  1.2146  -4.6948  2.7095  0.0000
C  -0.9260  -5.1262  2.7144  0.0000
C  -2.1820  -4.7295  2.2262  0.0001
H  -3.2360  -3.3357  0.9203  0.0001
H  -0.8518  -5.9531  3.4297  0.0000
H  -3.0878  -5.2497  2.5455  0.0000
Si  -0.4969  3.8886  -3.4324  0.0017
Cl  -1.0068  1.9704  -4.1351  0.0012
C  1.3418  4.1480  -3.1414  0.0032
C  -1.5344  4.3411  -1.9352  0.0004
C  -1.0510  4.9211  -4.9279  0.0002
H  1.8065  3.3165  -2.5974  0.0019
H  1.4908  5.0569  -2.5388  0.0001
H  1.8787  4.2829  -4.0872  0.0002
H  -0.3579  4.7952  -5.7669  0.0000
H  -1.1131  5.9945  -4.6968  0.0000
H  -2.0372  4.5952  -5.2770  0.0000
H  -1.3319  3.6735  -1.0900  0.0001
H  -2.6040  4.2581  -2.1695  0.0000
H  -1.3259  5.3738  -1.6101  0.0000
C  0.5789  0.2096  4.7269  0.0001
C  -0.3320  -0.5508  3.7970  -0.0002
O  0.2942  -1.0498  2.6311  0.0013
H  1.5065  -0.3415  4.9080  0.0000
H  0.0532  0.3499  5.6733  0.0000
H  0.8163  1.1907  4.3103  0.0001
H  -0.7807  -1.4161  4.3049  0.0000
H  -1.1588  0.0807  3.4468  -0.0002
H  1.0669  -0.4832  2.4279  -0.0001

---

Record 2
Entry from the Open Molecules 2025 dataset: C22H42Cl3N4O4SiSr as an isolated structure (ωB97M-V/def2-TZVPD).

Values from the calculation:
Charge: -1
HOMO level in eV: -4.16
Multiplicity: 1
Energy in hartree: -3084.6071
ΔE to the lowest compared entry with this formula, charge and spin in kcal/mol: 14.1

Last column: Mulliken charge in e.
Atoms and positions in Å:
C  0.1807  4.3836  -1.8511  -1.5282
C  -1.2081  3.8281  -1.7638  -0.0656
H  0.1787  5.3876  -2.2752  0.5016
H  0.8406  3.7493  -2.4643  0.0650
H  0.5934  4.4004  -0.8287  0.3188
C  -2.2756  4.1717  -2.4974  0.2673
C  -2.2886  5.2659  -3.5026  -1.5321
H  -3.2075  3.6078  -2.3729  0.3090
H  -1.2769  5.5520  -3.8021  0.3942
H  -2.8051  6.1399  -3.0975  0.2565
H  -2.8470  4.9667  -4.3919  0.3247
Sr  0.6338  0.0847  -0.1335  1.5755
Cl  0.9851  2.3140  1.5764  -0.7258
Cl  2.8795  -0.5647  -1.5510  -0.8804
H  2.5171  -4.5153  2.9559  0.3289
H  4.4676  -3.2161  4.0043  0.3180
C  2.7403  -4.0015  2.0117  -0.9303
C  4.6226  -2.7404  3.0276  -0.9276
N  3.3835  -2.7163  2.2750  0.1551
H  1.8156  -3.8065  1.4695  0.1900
C  2.7591  -1.5829  1.9434  0.3278
O  1.6145  -1.5912  1.4429  -0.6716
H  4.9937  -1.7270  3.1936  0.3082
H  3.3146  -0.6346  2.1333  0.2520
H  3.3999  -4.6330  1.4044  0.3191
H  5.3902  -3.3063  2.4872  0.3096
H  0.3383  1.3156  -3.5728  0.1786
H  -2.4647  1.2655  -3.8020  0.1725
C  0.2854  0.3207  -4.0447  -0.8718
C  -2.1778  0.3763  -4.3893  -0.8104
N  -1.0284  -0.2840  -3.7776  0.2930
H  1.0979  -0.2967  -3.6439  0.2327
C  -1.2414  -1.1466  -2.7684  0.1215
O  -0.3526  -1.6291  -2.0353  -0.7672
H  -3.0200  -0.3308  -4.4010  0.3298
H  -2.3162  -1.4047  -2.6201  0.3460
H  0.3698  0.4372  -5.1334  0.3438
H  -1.9129  0.6773  -5.4093  0.3041
O  -0.7646  1.5303  -1.5379  -0.2742
C  -1.2868  2.5714  -0.8846  0.2222
C  -3.4970  1.3106  -0.9263  1.2564
C  -2.6870  2.2724  -0.3171  0.2028
H  -3.0926  0.6640  -1.7114  -0.2976
C  -4.8515  1.2477  -0.5835  -0.7688
H  -0.6114  2.8010  -0.0212  -0.2449
C  -3.1468  3.0110  0.7729  -0.4558
H  -5.5126  0.5575  -1.1120  0.3292
C  -5.3639  2.1063  0.3926  -0.5661
C  -4.5038  2.9517  1.1063  -0.6259
H  -2.4215  3.6622  1.2770  0.4014
H  -6.4348  2.0906  0.6314  0.3254
H  -4.8869  3.6021  1.8942  0.3528
Si  5.4002  1.1097  -1.4887  0.7105
Cl  3.9415  2.5653  -1.9742  -0.3017
C  5.5806  -0.4157  -2.6104  -0.9987
C  5.4643  0.9452  0.3887  -0.4488
C  7.0472  1.9459  -2.0518  -1.1418
H  4.6549  -0.9873  -2.7521  0.3002
H  6.3374  -1.0923  -2.2058  0.2927
H  5.9143  -0.0788  -3.5957  0.2762
H  7.0349  1.9798  -3.1492  0.2526
H  7.9428  1.3908  -1.7371  0.3114
H  7.1067  2.9734  -1.6652  0.2998
H  4.5367  0.6342  0.8675  -0.2024
H  5.7496  1.9243  0.7981  0.3008
H  6.2553  0.2395  0.6588  0.3026
C  -4.1388  -0.7088  2.2163  -0.8062
N  -3.5407  -1.7863  1.4852  -0.2476
C  -2.3632  -1.6601  0.8184  0.5011
N  -2.0016  -2.7572  0.0894  -0.3977
O  -1.6506  -0.6329  0.8966  -0.4254
H  -3.4965  0.1671  2.1322  0.1932
H  -4.2547  -0.9570  3.2747  0.3234
H  -5.1195  -0.4511  1.8077  0.3226
H  -4.0008  -2.6814  1.4632  0.1720
H  -1.2541  -2.6432  -0.5880  0.2224
H  -2.7032  -3.4569  -0.0965  0.1998

---

Record 3
Entry from the Open Molecules 2025 dataset: a 8-piece molecular cluster, C22H42F2N4O18S2 overall (ωB97M-V/def2-TZVPD).

Values from the calculation:
SMILES string: O=C1OC[C@@H](F)O1.O=C1OC[C@@H](F)O1.O=S1(=O)OCCO1.O=S1(=O)OCCO1.CNC(C)=O.CNC(C)=O.CNC(C)=O.CNC(C)=O
Charge: 0
HOMO level in eV: -9.42
Multiplicity: 1
Energy in hartree: -3432.8042

Last column: Mulliken charge in e.
Atoms and positions in Å:
C  -12.5660  -0.2357  2.7015  -1.0229
C  -11.1577  -0.8178  2.6693  0.6756
O  -10.9029  -1.7896  3.4103  -0.6370
N  -10.2026  -0.1803  2.0075  -0.2133
C  -8.7858  -0.6593  1.9335  -0.8113
H  -12.8108  -0.4093  1.6537  0.2774
H  -12.7449  0.8066  2.9654  0.3452
H  -13.1442  -0.8111  3.4245  0.2592
H  -10.3622  0.8144  1.9347  0.2639
H  -8.5827  -0.8476  0.8793  0.2720
H  -8.5531  -1.5957  2.4407  0.2883
H  -8.2384  0.1935  2.3350  0.3033
C  0.0280  -7.2449  1.3223  -0.9716
C  -0.2345  -8.7703  1.1213  0.6763
O  0.7195  -9.5484  1.2001  -0.6445
N  -1.4870  -9.1425  1.0337  -0.1872
C  -1.9511  -10.5331  0.9656  -0.8882
H  0.7638  -7.2008  2.1254  0.2598
H  -0.8564  -6.6407  1.5243  0.3200
H  0.3583  -6.7795  0.3937  0.2674
H  -2.2039  -8.4332  1.0873  0.2504
H  -3.0399  -10.5030  1.0046  0.3509
H  -1.5175  -11.1039  1.7867  0.2749
H  -1.7900  -10.9213  -0.0401  0.2936
C  7.9574  -1.5080  -0.4535  -1.0573
C  7.5438  -0.2559  -1.1641  0.7095
O  6.8691  0.5316  -0.4864  -0.6510
N  7.7883  -0.1106  -2.4857  -0.1719
C  7.3719  0.8949  -3.3900  -0.9010
H  9.0185  -1.7537  -0.4114  0.3380
H  7.5024  -2.4069  -0.8694  0.2907
H  7.6482  -1.3108  0.5729  0.2861
H  8.2968  -0.8886  -2.8809  0.2006
H  6.8162  1.7646  -3.0395  0.3227
H  6.7288  0.4427  -4.1451  0.3260
H  8.1459  1.3682  -3.9942  0.3081
C  4.0049  4.1416  -7.5723  -1.0516
C  3.0870  3.1928  -6.7687  0.6523
O  2.7392  2.0683  -7.1887  -0.6714
N  2.5277  3.5614  -5.6103  -0.1189
C  2.8676  4.7970  -4.8814  -0.9111
H  5.0341  4.0530  -7.2247  0.2947
H  3.7294  5.1930  -7.6547  0.3503
H  4.0173  3.6261  -8.5326  0.3110
H  1.9118  2.8983  -5.1619  0.2203
H  2.1056  5.5522  -5.0743  0.3236
H  3.8410  5.2591  -5.0455  0.3059
H  2.8968  4.6621  -3.8002  0.2959
C  -4.7531  -5.8891  -2.5376  -0.3293
C  -5.8978  -5.0162  -1.9195  0.3521
O  -6.9951  -5.9169  -1.9225  -0.2953
C  -6.6199  -7.0986  -2.5140  0.6545
O  -7.5193  -7.8906  -2.7860  -0.5363
O  -5.2785  -7.2145  -2.6086  -0.3225
F  -6.1167  -4.0496  -2.8633  -0.2885
H  -3.8146  -6.0059  -1.9956  0.2378
H  -4.5502  -5.4465  -3.5128  0.2430
H  -5.7989  -4.5301  -0.9489  0.2826
C  7.2409  4.0490  5.5507  -0.4876
C  6.8304  4.5241  4.2220  0.3064
O  6.9630  5.9026  4.4136  -0.2815
C  6.9048  6.1572  5.7280  0.6330
O  6.6793  7.3056  6.1374  -0.5683
O  7.0026  5.0643  6.4527  -0.2737
F  5.6088  4.0391  4.1105  -0.2868
H  8.3066  3.8245  5.5073  0.2801
H  6.7188  3.1217  5.7866  0.3176
H  7.3432  4.0378  3.3922  0.3600
C  -0.9526  6.0956  3.4446  -0.1598
C  -1.4021  6.1582  2.0669  -0.3878
O  -0.2483  6.4357  1.3456  -0.3265
S  0.5945  7.6768  2.0569  1.0735
O  0.0035  9.0228  1.7686  -0.5068
O  1.9808  7.3881  1.7345  -0.4845
O  0.0348  7.1232  3.5508  -0.3319
H  -0.7113  5.0897  3.7880  0.2961
H  -1.8000  6.4618  4.0242  0.2392
H  -2.1984  6.9001  2.0072  0.2610
H  -1.8516  5.2992  1.5686  0.3277
C  1.1706  0.3300  0.7478  -0.2402
C  1.0803  0.8883  -0.6826  -0.2281
O  -0.0819  0.3872  -1.2000  -0.3013
S  -1.1665  -0.1229  -0.0499  1.0562
O  -1.4378  -1.5473  -0.1340  -0.4971
O  -2.2899  0.8217  0.0234  -0.5261
O  -0.1476  0.1525  1.1833  -0.3177
H  1.5926  1.0041  1.4932  0.2434
H  1.6675  -0.6325  0.8690  0.2634
H  1.9361  0.7487  -1.3431  0.3170
H  0.7855  1.9320  -0.5731  0.2294

---

Which of these has the highest charge? C22H42F2N4O18S2